{
  "formula": "C60H47F9O10V3",
  "method": "ωB97M-V/def2-TZVPD",
  "elements": ["O", "V", "O", "O", "V", "O", "O", "V", "O", "C", "C", "C", "O", "C", "C", "C", "O", "O", "O", "H", "H", "F", "C", "C", "C", "C", "C", "C", "H", "H", "H", "H", "H", "F", "C", "C", "C", "C", "C", "C", "H", "H", "H", "H", "H", "F", "C", "C", "C", "C", "C", "C", "H", "H", "H", "H", "H", "F", "C", "C", "C", "C", "C", "C", "H", "H", "H", "H", "H", "F", "C", "C", "C", "C", "C", "C", "H", "H", "H", "H", "H", "F", "C", "C", "C", "C", "C", "C", "H", "H", "H", "H", "H", "F", "C", "C", "C", "C", "C", "C", "H", "H", "H", "H", "H", "F", "C", "C", "C", "C", "C", "C", "H", "H", "H", "H", "H", "F", "C", "C", "C", "C", "C", "C", "H", "H", "H", "H", "H"],
  "coordinates": [[-3.09, 4.10, 0.74], [-1.84, 5.00, 1.08], [-1.49, 5.96, -0.12], [1.43, 4.56, 3.81], [0.55, 3.39, 4.38], [1.38, 2.57, 5.49], [3.15, -1.23, -3.20], [1.74, -1.61, -2.62], [1.51, -3.15, -2.94], [1.45, 0.35, 1.09], [1.22, -0.14, -0.20], [0.77, 0.87, -1.28], [0.82, 0.47, -2.45], [0.22, 2.10, -0.86], [0.32, 2.48, 0.45], [0.96, 1.58, 1.50], [1.11, 1.93, 2.71], [-0.30, 3.57, 0.76], [1.40, -1.31, -0.61], [1.94, -0.25, 1.85], [-0.27, 2.69, -1.63], [5.18, -2.92, 3.86], [4.72, -1.94, 4.65], [4.77, -2.06, 6.02], [4.31, -1.02, 6.82], [3.95, 0.20, 6.26], [3.93, 0.30, 4.88], [4.26, -0.77, 4.07], [5.11, -2.99, 6.47], [4.33, -1.15, 7.90], [3.49, 0.98, 6.85], [3.68, 1.21, 4.34], [4.27, -0.63, 3.00], [-0.98, 1.79, 4.65], [-1.01, 0.71, 5.53], [-2.18, 0.43, 6.20], [-2.26, -0.68, 7.02], [-1.11, -1.46, 7.23], [0.03, -1.21, 6.49], [0.05, -0.16, 5.58], [-3.05, 1.07, 6.18], [-3.12, -0.91, 7.64], [-1.18, -2.29, 7.92], [0.90, -1.85, 6.63], [0.93, 0.02, 4.98], [0.68, -1.29, -4.67], [-0.20, -0.68, -5.52], [0.01, 0.60, -5.96], [-0.89, 1.20, -6.84], [-2.00, 0.48, -7.25], [-2.23, -0.81, -6.78], [-1.35, -1.37, -5.86], [0.86, 1.20, -5.66], [-0.79, 2.25, -7.07], [-2.75, 0.95, -7.87], [-3.13, -1.36, -7.01], [-1.54, -2.31, -5.37], [-4.52, -2.97, 1.23], [-4.01, -1.78, 1.57], [-4.45, -1.16, 2.72], [-3.84, 0.01, 3.14], [-2.89, 0.62, 2.33], [-2.50, 0.02, 1.14], [-3.11, -1.17, 0.73], [-5.21, -1.64, 3.32], [-4.14, 0.49, 4.07], [-2.41, 1.55, 2.60], [-1.81, 0.49, 0.45], [-2.84, -1.59, -0.23], [-2.11, 3.54, -5.60], [-2.72, 2.89, -4.60], [-1.96, 2.09, -3.77], [-2.55, 1.19, -2.89], [-3.93, 1.21, -2.76], [-4.72, 2.00, -3.57], [-4.10, 2.86, -4.48], [-0.88, 2.07, -3.89], [-1.97, 0.60, -2.20], [-4.38, 0.58, -1.99], [-5.80, 2.01, -3.58], [-4.63, 3.47, -5.20], [4.28, -3.66, -2.11], [5.04, -2.71, -1.53], [6.22, -2.27, -2.08], [6.99, -1.33, -1.42], [6.56, -0.83, -0.19], [5.31, -1.18, 0.28], [4.53, -2.13, -0.38], [6.42, -2.68, -3.07], [7.82, -0.88, -1.95], [7.12, -0.05, 0.31], [4.90, -0.93, 1.25], [3.68, -2.57, 0.13], [-0.76, -1.98, -1.96], [-1.89, -2.73, -2.01], [-2.92, -2.39, -2.88], [-4.09, -3.12, -2.80], [-4.18, -4.26, -2.01], [-3.16, -4.55, -1.12], [-2.00, -3.79, -1.13], [-2.79, -1.47, -3.44], [-4.90, -2.86, -3.47], [-5.10, -4.82, -1.94], [-3.23, -5.36, -0.40], [-1.22, -3.96, -0.40], [2.40, 5.53, -6.45], [1.79, 5.81, -5.28], [2.08, 6.98, -4.60], [1.43, 7.23, -3.41], [0.55, 6.28, -2.89], [0.26, 5.13, -3.58], [0.88, 4.89, -4.80], [2.90, 7.60, -4.93], [1.59, 8.16, -2.88], [0.18, 6.45, -1.89], [-0.41, 4.36, -3.22], [0.74, 4.01, -5.41], [-0.96, -6.23, 1.85], [-0.67, -4.97, 2.23], [0.46, -4.37, 1.74], [0.78, -3.08, 2.16], [0.00, -2.47, 3.12], [-1.17, -3.07, 3.59], [-1.50, -4.33, 3.14], [1.16, -4.88, 1.08], [1.67, -2.57, 1.81], [0.23, -1.44, 3.37], [-1.74, -2.61, 4.39], [-2.47, -4.75, 3.39]],
  "largest_force_ev_per_a": 5.01,
  "energy_ha": -6797.44240,
  "relative_energy_ev": 0.000,
  "charge": 1,
  "orbital_gap_ev": 4.33
}



{
  "formula": "CH4INO2",
  "method": "ωB97M-V/def2-TZVPD",
  "elements": ["N", "O", "H", "H", "H", "O", "C", "I", "H"],
  "coordinates": [[-0.31, 1.22, -1.52], [-0.60, 0.92, -0.24], [-1.09, 1.16, -2.25], [0.04, 2.24, -1.80], [0.34, 0.45, -1.77], [0.53, -2.31, 2.97], [0.30, -1.43, 2.19], [0.92, -1.76, 0.13], [-0.13, -0.49, 2.31]],
  "largest_force_ev_per_a": 3.65,
  "energy_ha": -543.29749,
  "relative_energy_ev": 1.125,
  "smiles": "[NH3+][O-].O=CI",
  "charge": 0,
  "orbital_gap_ev": 8.67
}



{
  "formula": "C13H20N3O4Pd",
  "method": "ωB97M-V/def2-TZVPD",
  "elements": ["Pd", "O", "C", "C", "C", "C", "C", "C", "C", "O", "N", "O", "O", "H", "H", "H", "H", "C", "N", "C", "C", "C", "N", "C", "C", "H", "H", "H", "H", "H", "H", "H", "H", "H", "H", "H", "H", "H", "H", "H", "H"],
  "coordinates": [[1.11, 0.70, -0.49], [2.66, 0.06, 0.70], [1.67, 0.46, 1.44], [0.79, -0.49, 2.20], [0.62, -0.27, 3.54], [-0.17, -1.11, 4.34], [-0.81, -2.21, 3.77], [-0.68, -2.45, 2.43], [0.09, -1.60, 1.55], [0.09, -1.79, 0.31], [-0.32, -0.84, 5.73], [0.23, 0.15, 6.21], [-1.01, -1.60, 6.41], [1.79, 1.42, 1.98], [1.11, 0.58, 4.01], [-1.40, -2.86, 4.40], [-1.18, -3.29, 1.96], [-1.84, 0.93, 0.19], [-0.98, 1.25, -0.96], [-1.18, 2.64, -1.34], [-1.30, 0.33, -2.06], [-0.30, 0.42, -3.20], [1.06, 0.12, -2.76], [2.05, 0.70, -3.66], [1.28, -1.33, -2.64], [-2.90, 1.11, -0.06], [-1.56, 1.56, 1.03], [-1.69, -0.11, 0.47], [-2.21, 2.82, -1.67], [-0.49, 2.92, -2.14], [-0.96, 3.27, -0.48], [-2.31, 0.53, -2.45], [-1.29, -0.68, -1.64], [-0.31, 1.43, -3.62], [-0.61, -0.26, -4.01], [1.97, 0.28, -4.68], [3.05, 0.49, -3.28], [1.92, 1.78, -3.71], [1.15, -1.82, -3.62], [0.60, -1.75, -1.90], [2.28, -1.50, -2.27]],
  "largest_force_ev_per_a": 0.08,
  "energy_ha": -1100.41646,
  "charge": -1,
  "orbital_gap_ev": 6.55
}



{
  "formula": "C5H17O5",
  "method": "ωB97M-V/def2-TZVPD",
  "elements": ["C", "O", "C", "C", "C", "C", "H", "H", "H", "H", "H", "H", "H", "H", "H", "H", "H", "O", "H", "H", "O", "H", "H", "O", "H", "H", "O"],
  "coordinates": [[-0.09, 0.64, 1.15], [-1.41, 0.82, 0.85], [0.77, 1.65, 0.30], [2.26, 1.42, 0.63], [2.75, 0.12, 0.13], [3.01, -1.04, 0.73], [0.20, -0.40, 0.96], [0.22, 0.85, 2.18], [0.55, 1.33, -0.73], [0.41, 2.66, 0.46], [2.31, 1.56, 1.71], [2.79, 2.27, 0.20], [2.92, -0.01, -0.94], [3.09, -1.27, 1.78], [3.32, -1.85, 0.08], [-3.04, -3.11, -1.54], [-3.12, -1.56, -1.69], [-3.66, -2.38, -1.64], [-2.45, 3.28, 1.13], [-1.56, 2.68, 0.10], [-1.94, 3.54, 0.35], [0.62, -3.98, -0.51], [-0.58, -3.95, -1.45], [0.36, -4.14, -1.42], [-2.18, 0.14, -0.25], [-2.85, 0.80, -1.50], [-2.70, -0.05, -1.08]],
  "largest_force_ev_per_a": 1.77,
  "energy_ha": -576.77114,
  "s2": 0.75,
  "multiplicity": 2,
  "charge": 0,
  "orbital_gap_ev": [10.77, 7.14]
}



{
  "formula": "CH5N3O2S",
  "method": "ωB97M-V/def2-TZVPD",
  "elements": ["C", "N", "N", "N", "O", "O", "S", "H", "H", "H", "H", "H"],
  "coordinates": [[1.25, -0.98, 0.08], [0.86, -0.32, 1.07], [-0.35, 0.64, -1.11], [-1.24, -0.40, -1.26], [-1.28, 1.02, 1.37], [0.72, 2.12, 0.57], [-0.24, 1.07, 0.40], [1.06, -0.43, -0.88], [2.01, -1.77, 0.24], [0.86, -0.53, 2.02], [-1.73, -0.14, -2.12], [-1.90, -0.29, -0.38]],
  "largest_force_ev_per_a": 3.98,
  "energy_ha": -753.88519,
  "relative_energy_ev": 4.145,
  "charge": 0,
  "orbital_gap_ev": 8.25
}



no.,molecular weight (g/mol)
1,1251.84
2,188.95
3,388.74
4,157.19
5,123.14